(1)
The following is a quantum chemistry calculation of C27H29CeIN5O6S as an isolated structure in a non-equilibrium geometry, from the Open Molecules 2025 dataset.

Calculated values
HOMO level (spin up / spin down): -10.3 / -10.3 eV
Net charge: +1
Frontier orbital gap (spin up / spin down): 0.2025 / 0.2029 Eh
Relative energy (zero: lowest compared OMol25 entry of this formula, charge and spin): 60.4 kJ/mol
Energy: -80063.35714 eV

Last column: Mulliken charge in e.
Cartesian coordinates (Å):
Ce: -1.4686 -12.9740 8.4604  0.7615
C: 1.1356 -14.9729 7.2338  -0.9426
O: 0.1176 -14.1140 6.7857  0.3781
C: -0.1398 -14.1604 5.3944  -0.8031
C: -1.3665 -13.2942 5.1824  -0.6973
O: -1.2801 -12.1728 6.0593  -0.2132
C: -0.5734 -11.0006 5.7546  -0.6052
C: 0.5923 -10.9180 6.7021  -0.5765
O: 0.1547 -11.1270 8.0400  -0.2534
C: -0.0427 -9.8121 8.6730  -0.9113
H: 0.9794 -15.9979 6.9566  0.3261
H: 2.0724 -14.5793 6.8997  0.2901
H: 1.0984 -15.0065 8.3418  0.2347
H: 0.6956 -13.8235 4.7934  0.4464
H: -0.4218 -15.1332 5.1282  0.5042
H: -1.4973 -12.9562 4.1312  0.5104
H: -2.2299 -13.8663 5.5152  0.2453
H: -0.2324 -11.0036 4.7046  0.4271
H: -1.2534 -10.2103 5.8892  0.3147
H: 1.3233 -11.6808 6.5095  0.2180
H: 1.1027 -9.9429 6.5870  0.5410
H: -0.6068 -9.2018 7.9611  0.4116
H: -0.6377 -9.9329 9.5761  0.2419
H: 0.8921 -9.3406 8.8945  0.3048
S: 0.2583 -12.7257 10.6819  -0.4006
C: -0.5727 -13.8048 11.8548  0.4460
N: 0.0385 -14.1240 12.9517  -0.5212
N: -0.3259 -15.0176 13.7796  0.0546
C: -1.4576 -15.8498 13.7666  0.1643
C: -2.5310 -15.5972 14.6607  -0.4412
C: -3.6511 -16.4231 14.6596  -0.5936
C: -3.6657 -17.5547 13.8317  -0.5672
C: -2.6285 -17.7797 12.9763  -0.6091
C: -1.5251 -16.9250 12.9099  0.0754
N: -1.9030 -14.1147 11.7447  -0.1315
N: -2.4608 -13.6126 10.7606  0.2538
C: -3.8785 -13.9098 10.6763  -0.1470
C: -4.2968 -15.2398 10.7971  0.1639
C: -5.5306 -15.5663 10.3195  -0.9227
C: -6.3826 -14.5856 9.8486  -0.4951
C: -6.0499 -13.2727 9.7877  -0.7923
C: -4.7568 -12.9195 10.2169  -0.2411
H: 0.2976 -15.1415 14.6082  0.2962
H: -2.4798 -14.7911 15.3450  0.4963
H: -4.5326 -16.1233 15.2049  0.4218
H: -4.5058 -18.1762 13.9162  0.4800
H: -2.5962 -18.6521 12.3440  0.4236
H: -0.7046 -17.1224 12.1917  0.3722
H: -3.6227 -15.9770 11.1730  0.4759
H: -5.8906 -16.5386 10.4980  0.5684
H: -7.2837 -14.9438 9.3538  0.3765
H: -6.6973 -12.4535 9.3813  0.3740
H: -4.3650 -11.9016 10.1167  0.5118
O: -3.4548 -9.3753 6.9820  -0.5458
C: -3.2203 -10.2278 7.7282  0.7276
N: -2.8806 -11.1409 8.3848  -0.4627
I: -4.5363 -21.3140 6.7470  0.1156
C: -3.7100 -19.4503 7.2883  -0.1316
C: -2.4432 -19.3483 7.8705  -0.7859
C: -2.0287 -18.0552 8.1933  -0.1701
C: -2.7936 -16.9428 7.8199  -0.0147
C: -3.9634 -17.0858 7.1618  0.0872
C: -4.4482 -18.3326 6.9395  -0.9666
C: -2.2005 -15.6293 8.0940  1.7353
O: -2.8295 -14.5682 7.7063  -0.7770
O: -1.1008 -15.4786 8.6440  -0.8447
H: -1.8084 -20.1645 8.1071  0.4905
H: -1.0540 -17.9409 8.7492  0.3404
H: -4.5700 -16.2581 6.8299  0.5225
H: -5.3470 -18.4361 6.3729  0.4342



(2)
The following is a quantum chemistry calculation of one molecule with the formula C27H29FN4O4, from the Open Molecules 2025 dataset.

Calculated values
HOMO level: -8.5 eV
Frontier orbital gap: 0.3368 Eh
Relative energy (zero: lowest compared OMol25 entry of this formula, charge and spin): 0.0 kJ/mol
Structure (SMILES): CC(C)(C)NC(=O)[C@H](c1ccc(O)cc1)N(C(=O)CCC(=O)Nc1ccccn1)c1ccc(F)cc1
Energy: -45340.02636 eV

Last column: Mulliken charge in e.
Cartesian coordinates (Å):
C: -2.8290 -4.3366 -1.0206  -1.6683
C: -3.5867 -3.3177 -0.1663  1.4553
C: -4.1564 -3.9888 1.0820  -1.8605
C: -4.7101 -2.6691 -0.9797  -1.6120
N: -2.6574 -2.2796 0.2852  -0.0551
C: -1.9477 -1.4624 -0.5140  -0.2815
O: -1.9774 -1.4801 -1.7264  -0.6909
C: -1.0827 -0.4825 0.2983  -0.0454
C: -1.9199 0.4833 1.0969  -0.7973
C: -3.1665 0.8975 0.6475  -0.1240
C: -3.8926 1.8376 1.3543  -0.7953
C: -3.3763 2.3846 2.5229  1.0103
O: -4.0522 3.3140 3.2476  -0.5768
C: -2.1260 1.9748 2.9772  -0.9488
C: -1.4086 1.0354 2.2664  -0.2337
N: -0.1542 0.2457 -0.5610  0.8213
C: 1.0950 -0.2603 -0.7012  0.6749
O: 1.4355 -1.2836 -0.1370  -0.7332
C: 2.0314 0.4935 -1.6298  -0.5992
C: 3.4512 0.4025 -1.0768  -0.8381
C: 3.5201 1.0378 0.2833  0.3830
O: 2.5952 1.6130 0.8172  -0.6412
N: 4.7112 0.9494 0.9650  -0.0699
C: 5.9258 0.3806 0.6340  0.6546
C: 6.9422 0.3675 1.6002  -0.5500
C: 8.1568 -0.1954 1.2708  -0.4214
C: 8.3334 -0.7265 -0.0016  -0.5384
C: 7.2695 -0.6587 -0.8818  -0.4424
N: 6.0994 -0.1208 -0.5807  -0.2672
C: -0.5996 1.4877 -1.0833  -0.9575
C: -1.4970 1.5158 -2.1429  -0.6246
C: -1.9891 2.7251 -2.6002  -0.6959
C: -1.5689 3.8901 -1.9861  0.2699
F: -2.0559 5.0733 -2.4236  -0.3639
C: -0.6669 3.8843 -0.9369  -0.7874
C: -0.1839 2.6723 -0.4816  0.3667
H: -2.3989 -3.8410 -1.8857  0.3680
H: -3.5029 -5.1187 -1.3592  0.4596
H: -2.0248 -4.7881 -0.4444  0.3700
H: -4.8560 -4.7700 0.7976  0.4328
H: -3.3601 -4.4401 1.6703  0.4408
H: -4.6835 -3.2643 1.7001  0.4362
H: -4.2909 -2.1722 -1.8497  0.3626
H: -5.4163 -3.4243 -1.3132  0.4552
H: -5.2393 -1.9355 -0.3748  0.3290
H: -2.5560 -2.1672 1.2811  0.3942
H: -0.4457 -1.0822 0.9637  0.9022
H: -3.5716 0.4903 -0.2664  0.5648
H: -4.8614 2.1566 0.9929  0.2837
H: -4.8864 3.5281 2.8126  0.2785
H: -1.7356 2.4100 3.8830  0.4312
H: -0.4314 0.7332 2.6122  0.4658
H: 1.9852 0.0124 -2.6088  0.3683
H: 1.7232 1.5318 -1.7336  0.2932
H: 3.7424 -0.6439 -0.9733  0.4168
H: 4.1733 0.8819 -1.7374  0.6862
H: 4.6670 1.3582 1.8923  0.2065
H: 6.7693 0.7887 2.5792  0.3395
H: 8.9588 -0.2226 1.9940  0.3999
H: 9.2682 -1.1758 -0.2948  0.3779
H: 7.3433 -1.0510 -1.8873  0.3868
H: -1.8072 0.5851 -2.5921  0.5944
H: -2.6891 2.7722 -3.4194  0.4881
H: -0.3614 4.8149 -0.4858  0.4628
H: 0.5261 2.6299 0.3300  0.5889



(3)
The following is a quantum chemistry calculation of C27H29FN6O2ReSi as an isolated structure in a non-equilibrium geometry, from the Open Molecules 2025 dataset.

Calculated values
HOMO level (spin up / spin down): -13.8 / -13.9 eV
Multiplicity: 2
Net charge: +2
Frontier orbital gap (spin up / spin down): 0.2290 / 0.2428 Eh
Relative energy (zero: lowest compared OMol25 entry of this formula, charge and spin): 105.2 kJ/mol
Energy: -54219.32206 eV

Last column: Löwdin spin population.
Cartesian coordinates (Å):
Re: -0.2697 0.2277 -0.0449  0.9193
O: 0.5132 -0.6031 3.8809  0.0186
C: 0.5473 -0.3180 2.7165  0.0043
N: -0.5396 -0.1496 1.8708  0.0157
C: -1.7830 0.3002 2.4755  0.0041
C: -2.0972 1.6074 1.8046  0.0187
C: -2.9597 2.5474 2.3295  -0.0029
C: -3.0832 3.7806 1.7117  0.0229
C: -2.3093 4.0594 0.5915  -0.0026
C: -1.4891 3.0773 0.0989  0.0172
N: -1.4107 1.8513 0.6613  0.0072
C: 1.8216 0.1061 2.0367  0.0108
C: 3.0403 0.0331 2.6668  -0.0030
C: 4.1327 0.6459 2.0689  0.0138
C: 3.9519 1.3248 0.8712  -0.0014
C: 2.7059 1.3391 0.2855  0.0116
N: 1.6481 0.7293 0.8489  0.0086
H: -2.5807 -0.4235 2.3228  0.0016
H: -1.6634 0.4401 3.5466  0.0006
H: -3.5001 2.3199 3.2397  -0.0004
H: -3.7506 4.5298 2.1180  0.0012
H: -2.3375 5.0264 0.1074  -0.0005
H: -0.8629 3.2566 -0.7613  0.0005
H: 3.0967 -0.4744 3.6207  -0.0003
H: 5.1059 0.6185 2.5436  0.0007
H: 4.7682 1.8479 0.3933  -0.0002
H: 2.5354 1.8619 -0.6447  0.0006
C: -4.4146 -1.6288 -2.3420  0.0056
Si: -3.4572 -0.5227 -1.1920  0.0050
C: -4.4229 -0.5229 0.3846  -0.0030
C: -3.5771 1.1303 -2.0296  -0.0013
N: -1.6930 -0.9509 -0.8861  -0.0519
C: -1.2008 -2.2369 -1.2380  0.0032
C: -1.9455 -3.2882 -1.7970  -0.0155
C: -1.3713 -4.5081 -2.1125  0.0021
C: -0.0204 -4.7493 -1.8853  -0.0191
C: 0.7549 -3.7409 -1.3322  0.0019
C: 0.1288 -2.5651 -1.0493  -0.0114
F: 0.9115 -1.5472 -0.4952  0.0055
H: -5.3377 -1.0691 -2.5265  0.0007
H: -4.7058 -2.5876 -1.9084  0.0001
H: -3.9390 -1.8046 -3.3124  0.0000
H: -5.4726 -0.4365 0.0820  -0.0003
H: -4.2134 0.3131 1.0485  -0.0001
H: -4.3173 -1.4624 0.9373  0.0001
H: -4.6461 1.2827 -2.2146  -0.0002
H: -3.0906 1.1231 -3.0099  0.0001
H: -3.2327 1.9856 -1.4521  0.0001
H: -3.0002 -3.1537 -1.9814  -0.0006
H: -1.9939 -5.2824 -2.5419  0.0004
H: 0.4264 -5.7043 -2.1282  -0.0009
H: 1.8096 -3.8688 -1.1196  0.0005
N: 2.9549 1.9423 -6.3625  0.0002
C: 1.7691 2.3376 -5.8520  0.0004
O: 1.0142 3.1116 -6.3940  0.0006
C: 1.3610 1.7707 -4.4986  0.0038
C: 0.1157 2.1623 -4.0278  -0.0010
C: -0.3240 1.6993 -2.8120  0.0053
N: 0.4128 0.8794 -2.0265  0.0000
C: 1.6132 0.4893 -2.5003  0.0031
C: 2.1121 0.9069 -3.7160  -0.0006
H: 3.2169 2.3112 -7.2630  0.0000
H: 3.5708 1.2834 -5.9266  0.0000
H: -0.4915 2.8242 -4.6308  -0.0002
H: -1.3067 1.9561 -2.4452  0.0010
H: 2.1833 -0.1896 -1.8833  0.0001
H: 3.0843 0.5413 -4.0191  -0.0001